1.
{
  "formula": "H3IO3Si",
  "method": "ωB97M-V with the def2-TZVPD basis set",
  "elements": ["O", "Si", "O", "O", "I", "H", "H", "H"],
  "coordinates": [[-0.6107, 1.3762, 0.5257], [-0.0027, -0.0536, 0.0873], [-0.6231, -1.1466, 1.1313], [-0.2211, -0.0621, -1.5059], [2.5257, -0.0193, -0.0069], [-0.7790, 2.1518, -0.0053], [-0.2828, -1.5819, 1.9407], [-0.0062, -0.6646, -2.1670]],
  "smiles": "O[Si](O)(O)I",
  "lumo_energy_ev": 0.27,
  "e_above_lowest_kcal_mol": 11.6,
  "orbital_gap_ha": 0.3580
}

---

2.
{
  "formula": "C30H27ClPRu",
  "method": "ωB97M-V with the def2-TZVPD basis set",
  "elements": ["C", "C", "C", "H", "C", "C", "H", "H", "H", "H", "Ru", "Cl", "P", "C", "C", "H", "C", "H", "C", "H", "C", "H", "C", "H", "C", "C", "H", "C", "H", "C", "H", "C", "H", "C", "H", "C", "C", "H", "C", "H", "C", "H", "C", "H", "C", "H", "C", "C", "C", "C", "C", "C", "C", "H", "H", "H", "H", "H", "H", "H"],
  "coordinates": [[-1.0674, -1.5998, 2.0637], [-0.8836, -1.6044, 0.6314], [0.4714, -1.8787, 0.3505], [-1.6597, -1.4488, -0.1192], [1.1833, -1.9297, 1.5770], [0.2340, -1.8450, 2.6603], [0.4513, -1.9484, 3.7224], [-2.0106, -1.5970, 2.5938], [0.8911, -2.0383, -0.6397], [2.2585, -2.0685, 1.6998], [0.1710, 0.1974, 1.9583], [1.8909, 1.1834, 0.8833], [-0.0523, 0.5247, -3.0300], [1.1661, -0.6409, -3.6012], [0.9863, -1.4564, -4.7321], [0.0585, -1.3992, -5.3031], [2.0095, -2.3263, -5.1018], [1.8773, -2.9660, -5.9770], [3.1892, -2.3767, -4.3500], [3.9816, -3.0595, -4.6458], [3.3611, -1.5748, -3.2133], [4.2780, -1.6141, -2.6282], [2.3427, -0.7229, -2.8174], [2.4201, -0.1148, -1.9147], [-1.6935, -0.0118, -3.4798], [-2.0302, -1.3730, -3.2964], [-1.2673, -2.0742, -2.9599], [-3.3291, -1.7952, -3.5568], [-3.5821, -2.8448, -3.4201], [-4.2924, -0.8699, -3.9731], [-5.3052, -1.2061, -4.1825], [-3.9786, 0.4917, -4.0936], [-4.7422, 1.2178, -4.3763], [-2.6840, 0.9310, -3.8330], [-2.4188, 1.9874, -3.8980], [0.3474, 2.1615, -3.6569], [0.8904, 2.4206, -4.9289], [1.0921, 1.5967, -5.6168], [1.1578, 3.7451, -5.2852], [1.5721, 3.9661, -6.2726], [0.8982, 4.7805, -4.3770], [1.0986, 5.8098, -4.6684], [0.4061, 4.5129, -3.0930], [0.2219, 5.3136, -2.3811], [0.1591, 3.2024, -2.7193], [-0.1730, 2.9455, -1.7155], [-1.2377, 1.3441, 1.0981], [-1.3381, 1.5884, 2.5368], [-2.4604, 1.2021, 3.3308], [-2.3610, 1.2616, 4.7045], [-1.1738, 1.7072, 5.3279], [-0.1101, 2.1847, 4.5678], [-0.2199, 2.2399, 3.1597], [-2.0916, 0.8574, 0.6362], [-0.7797, 2.1495, 0.5245], [-3.3609, 0.8559, 2.8165], [-3.2062, 0.9449, 5.3276], [-1.1133, 1.7019, 6.4174], [0.8068, 2.5431, 5.0404], [0.4075, 2.9013, 2.5591]],
  "lumo_energy_ev": [0.76, -1.51],
  "spin_multiplicity": 6,
  "orbital_gap_ha": [0.2295, 0.2089]
}

---

3.
{
  "formula": "C4H10O",
  "method": "ωB97M-V with the def2-TZVPD basis set",
  "elements": ["H", "H", "C", "C", "O", "H", "H", "H", "H", "C", "C", "H", "H", "H", "H"],
  "coordinates": [[-0.4249, -2.5961, -0.2238], [-0.0179, -2.3617, 0.3609], [1.2990, 1.2263, 1.1084], [1.0310, -0.1922, 0.7097], [0.4704, -0.9438, 1.4574], [1.2779, 1.9375, 0.2809], [0.5963, 1.5076, 1.8966], [2.3105, 1.2043, 1.5286], [1.4719, -0.5345, -0.2572], [-1.3299, -0.3630, -1.5936], [-1.3272, 0.6143, -0.6922], [-0.8409, -0.2658, -2.5601], [-1.8404, -1.3016, -1.4014], [-0.9570, 1.6122, -0.9252], [-1.7188, 0.4565, 0.3110]],
  "smiles": "[H][H].CC=O.C=C",
  "lumo_energy_ev": 1.12,
  "e_above_lowest_kcal_mol": 62.5,
  "orbital_gap_ha": 0.4003
}

---

4.
{
  "formula": "C5H7NO",
  "method": "ωB97M-V with the def2-TZVPD basis set",
  "elements": ["C", "N", "C", "C", "C", "C", "O", "H", "H", "H", "H", "H", "H", "H"],
  "coordinates": [[1.6191, -1.0692, 0.8108], [0.3816, -1.2580, 0.6338], [-0.5137, -0.1688, 0.9796], [-1.3841, 0.2159, -0.2167], [-0.6143, 0.7087, -1.4222], [0.6722, 0.9731, -1.4423], [1.8177, 1.2149, -1.4761], [2.3247, -1.8598, 0.5519], [2.0396, -0.1344, 1.2112], [0.0286, 0.7158, 1.3605], [-1.1744, -0.5220, 1.7803], [-2.0927, 0.9895, 0.1074], [-1.9756, -0.6585, -0.5108], [-1.1285, 0.8527, -2.3675]],
  "smiles": "C=NCCC=C=O",
  "lumo_energy_ev": 0.86,
  "e_above_lowest_kcal_mol": 43.6,
  "orbital_gap_ha": 0.3565
}

---

5.
{
  "formula": "C16H34AsCoN4O4",
  "method": "ωB97M-V with the def2-TZVPD basis set",
  "elements": ["Co", "N", "C", "C", "C", "O", "O", "H", "H", "H", "H", "H", "H", "N", "C", "N", "C", "C", "C", "C", "C", "H", "H", "H", "H", "H", "H", "H", "H", "H", "H", "C", "N", "C", "C", "C", "O", "H", "H", "H", "H", "H", "H", "H", "H", "H", "C", "As", "C", "C", "O", "H", "H", "H", "H", "H", "H", "H", "H", "H"],
  "coordinates": [[-0.1790, -0.1484, -0.7743], [-0.8578, -1.9510, -1.1887], [-1.9988, -2.6047, -0.4944], [-3.0182, -1.5726, -0.0378], [-2.3092, -0.6852, 0.9792], [-2.3212, -0.9757, 2.1652], [-1.6397, 0.2914, 0.4548], [-1.0982, -1.7588, -2.1576], [-0.0691, -2.5895, -1.2087], [-1.6064, -3.1260, 0.3794], [-2.4554, -3.3469, -1.1511], [-3.8739, -2.0700, 0.4146], [-3.3488, -0.9733, -0.8887], [1.1055, -0.9583, 0.5905], [1.2667, -1.2834, 1.6912], [1.5011, -1.6424, 2.9266], [0.7222, -1.0512, 4.0369], [-0.3834, -2.0011, 4.4756], [0.1823, -3.3847, 4.7986], [0.9659, -3.9422, 3.6087], [2.0697, -2.9734, 3.2076], [0.3233, -0.0935, 3.7076], [1.4324, -0.8782, 4.8495], [-1.1241, -2.0649, 3.6777], [-0.8829, -1.5760, 5.3482], [-0.6287, -4.0645, 5.0609], [0.8465, -3.3225, 5.6674], [0.2903, -4.0809, 2.7587], [1.4048, -4.9124, 3.8477], [2.6254, -3.3064, 2.3329], [2.7763, -2.8427, 4.0304], [2.8041, 3.0231, 0.0610], [1.4247, 3.4656, 0.2426], [1.1982, 4.8007, 0.7890], [0.4155, 2.6555, -0.0867], [-0.9826, 3.1356, 0.1497], [0.6863, 1.5495, -0.6059], [3.4172, 3.4472, 0.8528], [3.1962, 3.3482, -0.9046], [2.8479, 1.9400, 0.1087], [2.1470, 5.3281, 0.8063], [0.8080, 4.7552, 1.8065], [0.5056, 5.3723, 0.1742], [-1.1328, 3.3744, 1.2028], [-1.6851, 2.3586, -0.1284], [-1.1651, 4.0429, -0.4292], [1.2703, 0.3277, -5.4041], [-0.2431, 0.7290, -4.3127], [-0.4006, 2.6245, -4.1553], [-1.8040, 0.0784, -5.2022], [-0.1003, 0.0033, -2.8239], [1.0302, 0.5014, -6.4521], [1.5266, -0.7179, -5.2491], [2.1097, 0.9540, -5.1099], [-0.2722, 3.0935, -5.1296], [0.3675, 2.9721, -3.4670], [-1.3831, 2.8662, -3.7548], [-2.0893, 0.7480, -6.0125], [-2.6092, 0.0260, -4.4717], [-1.6056, -0.9138, -5.6024]],
  "lumo_energy_ev": [-2.07, -2.07],
  "e_above_lowest_kcal_mol": 21.7,
  "total_charge": 1,
  "spin_multiplicity": 2,
  "orbital_gap_ha": [0.3302, 0.3234]
}

---

6.
{
  "formula": "CH5BS2",
  "method": "ωB97M-V with the def2-TZVPD basis set",
  "elements": ["C", "B", "S", "H", "H", "H", "S", "H", "H"],
  "coordinates": [[-0.5139, 1.3005, 0.1219], [-1.3623, 0.0275, -0.0445], [-2.2669, -1.2884, -0.1897], [-0.2773, 1.7556, -0.8389], [0.4358, 1.0997, 0.6182], [-1.0410, 2.0549, 0.7139], [2.0115, -1.2060, 0.1374], [2.1513, -2.5245, 0.0058], [0.8629, -1.2192, -0.5242]],
  "smiles": "CB=S.S",
  "lumo_energy_ev": 0.40,
  "e_above_lowest_kcal_mol": 25.6,
  "orbital_gap_ha": 0.3767
}